(1)
ORCA calculation (ωB97M-V with the def2-TZVPD basis set) on 2 unconnected molecules or ions with the total composition C5H10N2O at a distorted geometry.

Last column: natural (NBO) charge in e.
Cartesian coordinates (Å):
H 0.258 2.123 0.175  0.1934
H -0.831 -0.122 2.033  0.1896
H 0.413 1.750 1.821  0.2210
C -0.583 -0.107 -1.486  -0.6562
C -0.769 -1.939 0.314  -0.6197
N 2.874 0.434 -0.418  0.4321
H -1.471 -0.268 -1.962  0.2217
C -0.708 0.321 0.983  -0.1830
C -0.345 1.704 1.044  -0.6474
H 0.177 -2.257 0.456  0.2044
H -1.463 -2.243 1.130  0.2187
H -0.320 0.915 -1.537  0.2187
C -0.697 -0.451 -0.070  0.0082
H 0.111 -0.669 -2.183  0.2170
O 2.751 0.112 0.693  -0.3445
N 2.853 0.697 -1.484  -0.0854
H -1.058 -2.289 -0.700  0.1941
H -1.192 2.289 1.191  0.2172

Computed properties:
- Maximum force: 4.7 eV Å⁻¹
- Net charge: 0
- SMILES: N#[N+][O-].CC=C(C)C

***

(2)
ORCA calculation (ωB97M-V with the def2-TZVPD basis set) on 2 unconnected molecules or ions with the total composition C5H10N2O at a distorted geometry.

Last column: natural (NBO) charge in e.
Cartesian coordinates (Å):
H 1.994 0.401 -1.452  0.4206
H 0.149 -2.007 -1.318  0.3682
N 2.299 0.751 -0.558  -0.8282
H -1.706 0.008 1.794  0.2407
H 1.489 -1.997 0.508  0.2205
H -2.166 1.688 1.429  0.2426
N 0.465 -1.077 -1.065  -0.8666
C 0.962 -1.064 0.288  -0.3234
C -1.537 0.852 1.132  -0.6734
C -2.823 0.171 -1.207  -0.2672
H -0.534 1.275 1.147  0.2474
C -2.101 0.470 -0.293  -0.0240
H -0.363 -0.462 -1.122  0.3849
H 2.926 1.536 -0.492  0.4011
O 2.310 0.364 1.672  -0.6337
H 0.116 -0.896 1.018  0.1986
H -3.429 -0.083 -2.029  0.2392
C 1.948 0.072 0.550  0.6528

Computed properties:
- Maximum force: 2.9 eV Å⁻¹
- Net charge: 0
- SMILES: NCC(N)=O.C#CC

***

| no. | highest occupied orbital energy (eV) | frontier orbital gap (eV) |
| --- | --- | --- |
| 1 | -8.8 | 9.8 |
| 2 | -9.2 | 10.1 |